Record 1
The following is a DFT calculation (ωB97M-V/def2-TZVPD) of an isolated molecule of C7H16NOP in a non-equilibrium geometry.

Each line ends with the Mulliken charge.
Element x y z (Å)
1 H 0.06 2.16 -2.31  0.270
2 N 1.02 1.99 -2.17  -0.725
3 C 1.27 1.48 -1.01  0.476
4 C 2.71 1.18 -0.50  -0.684
5 C 3.05 -0.33 -0.50  -0.824
6 P -0.11 1.35 0.32  0.112
7 C -1.31 0.31 -0.69  -0.826
8 C -2.54 -0.24 0.14  -0.330
9 C -3.26 -1.28 -0.61  -1.209
10 O 0.44 0.10 1.41  -0.249
11 C 0.78 0.44 2.74  -0.744
12 H 2.82 1.71 0.38  0.400
13 H 3.36 1.62 -1.22  0.368
14 H 3.34 -0.90 -1.39  0.358
15 H 2.05 -0.92 -0.45  0.115
16 H 3.74 -0.62 0.34  0.268
17 H -0.81 -0.49 -1.24  0.416
18 H -1.87 0.81 -1.49  0.429
19 H -3.05 0.69 0.53  0.315
20 H -2.00 -0.58 1.09  0.234
21 H -2.87 -2.25 -1.02  0.315
22 H -4.22 -1.60 -0.11  0.356
23 H -3.89 -0.81 -1.40  0.331
24 H 1.89 0.20 3.01  0.187
25 H 0.10 -0.18 3.35  0.262
26 H 0.51 1.51 2.89  0.379

The calculation puts the energy above the lowest of the compared OMol25 structures with the same formula, charge and spin at 2.991 eV. As for the SMILES: [H]/N=C(/CC)P(CCC)OC. As for the energy: -20342.6448 eV. The value obtained for the HOMO-LUMO gap is 9.7 eV. For the HOMO energy, the calculation gives -8.74 eV. Its maximum force is 0.0936 hartree/bohr. The calculation puts the lowest unoccupied orbital energy at 0.9 eV.

Record 2
The following is a DFT calculation (ωB97M-V/def2-TZVPD) of the ion C7H16NS2 with charge +1 in a non-equilibrium geometry.

Each line ends with the Mulliken charge.
Element x y z (Å)
1 C 1.89 -0.20 0.00  0.848
2 C -0.07 1.83 -1.27  -1.328
3 C -0.07 1.83 1.27  -1.327
4 C -0.99 -1.64 -1.27  -1.432
5 C -0.99 -1.64 1.27  -1.433
6 C -0.26 1.01 0.00  -0.282
7 C -0.16 -1.49 0.00  0.062
8 N 0.58 -0.21 0.00  0.317
9 S 2.76 -1.72 0.00  -0.026
10 S 2.77 1.30 0.00  0.020
11 H 0.85 2.40 -1.27  0.400
12 H -0.10 1.20 -2.15  0.358
13 H -0.89 2.54 -1.34  0.434
14 H 0.85 2.40 1.27  0.400
15 H -0.10 1.20 2.15  0.358
16 H -0.89 2.55 1.33  0.434
17 H -1.83 -0.95 -1.30  0.329
18 H -0.37 -1.49 -2.15  0.353
19 H -1.39 -2.65 -1.31  0.482
20 H -1.83 -0.95 1.30  0.329
21 H -0.38 -1.49 2.16  0.354
22 H -1.39 -2.65 1.31  0.482
23 H -1.28 0.63 0.00  0.270
24 H 0.58 -2.29 0.00  0.326
25 H 4.00 -1.19 0.00  0.164
26 H 4.00 0.78 0.00  0.109

The calculation puts the energy above the lowest of the compared OMol25 structures with the same formula, charge and spin at 0.000 eV. Its charge is +1. As for the energy: -30672.7552 eV. The value obtained for the HOMO-LUMO gap is 10.4 eV. For the HOMO energy, the calculation gives -14.20 eV. Its maximum force is 0.0200 hartree/bohr. The calculation puts the lowest unoccupied orbital energy at -3.8 eV.

Record 3
The following is a DFT calculation (ωB97M-V/def2-TZVPD) of a cluster of 2 separate species, C7H16O in total in a non-equilibrium geometry.

Each line ends with the Mulliken charge.
Element x y z (Å)
1 C -1.16 2.02 -1.42  -0.637
2 C -1.54 1.14 -0.51  -0.039
3 C -1.73 -0.33 -0.44  -0.425
4 C -0.63 -1.37 -0.81  -0.859
5 C 0.86 -0.81 -0.52  -0.380
6 C 1.00 -0.38 0.89  -0.359
7 C 0.88 -1.66 1.75  -1.248
8 H -0.36 1.53 -2.17  0.186
9 H -1.06 3.12 -1.46  0.274
10 H -2.16 1.53 0.47  0.094
11 H -2.61 -0.69 -1.03  0.373
12 H -2.06 -0.67 0.58  0.310
13 H -0.80 -1.53 -1.89  0.383
14 H -0.76 -2.24 -0.23  0.361
15 H 1.49 -1.66 -0.87  0.367
16 H 0.96 0.19 -1.09  0.102
17 H 1.90 0.01 1.27  0.541
18 H 0.30 0.39 1.23  0.261
19 H 1.93 -1.97 2.22  0.266
20 H 0.26 -1.52 2.74  0.284
21 H 0.30 -2.44 1.31  0.289
22 O 1.51 2.65 0.26  -0.711
23 H 2.37 2.81 -0.18  0.285
24 H 1.09 1.87 -0.09  0.279

The calculation puts the energy above the lowest of the compared OMol25 structures with the same formula, charge and spin at 3.373 eV. As for the SMILES: C=CCCCCC.O. As for the energy: -9562.8973 eV. The value obtained for the HOMO-LUMO gap is 10.7 eV. For the HOMO energy, the calculation gives -9.73 eV. Its maximum force is 0.1064 hartree/bohr. The calculation puts the lowest unoccupied orbital energy at 0.9 eV.

> Look up the energy of the third one.

-9562.8973 eV